No. 1
C27H39N4O2SSbSi3Sr as an isolated structure at a distorted geometry. Source: OMol25; level of theory: ωB97M-V with the def2-TZVPD basis set.

```
! wB97M-V def2-TZVPD RIJCOSX def2/J DEFGRID3
* xyz -2 1
Sr -0.90978 -1.45994 -1.58589
O -5.19496 -0.95347 -2.86826
C -4.09279 -0.77224 -2.32785
N -2.86424 -0.73261 -2.85888
C -2.71089 -0.75733 -4.27466
C -3.70792 -0.29095 -5.13828
C -3.55410 -0.29954 -6.51579
C -2.38208 -0.78303 -7.06971
C -1.35443 -1.19833 -6.23724
C -1.46407 -1.15803 -4.84374
N -0.40337 -1.58336 -3.99280
C 0.85954 -1.50089 -4.42659
O 1.32659 -1.02290 -5.47160
C 1.88762 -2.14741 -3.48833
C 3.07140 -2.62423 -4.03913
C 3.98058 -3.25842 -3.21058
C 3.68358 -3.39114 -1.86276
C 2.49184 -2.86589 -1.39104
N 1.61997 -2.24190 -2.18439
C -4.14943 -0.56283 -0.80805
C -5.33682 -0.10845 -0.24523
C -5.39457 0.06728 1.12559
C -4.29093 -0.26483 1.89721
C -3.16069 -0.74350 1.25662
N -3.08170 -0.85648 -0.06878
H -4.63646 0.04049 -4.70363
H -4.36033 0.05844 -7.14723
H -2.24798 -0.82040 -8.14555
H -0.41615 -1.51908 -6.65925
H 3.23721 -2.47210 -5.09571
H 4.90835 -3.65039 -3.61239
H 4.35697 -3.88665 -1.17523
H 2.17469 -2.93488 -0.35319
H -6.17366 0.08445 -0.90033
H -6.29483 0.45243 1.59129
H -4.28852 -0.15645 2.97379
H -2.27652 -1.07200 1.79052
S 0.04372 -2.41195 1.01786
C 3.43771 0.67235 -0.50804
Si 2.98686 0.25085 1.26677
C 3.78686 -1.39145 1.71586
C 3.82079 1.52646 2.36893
Sb 0.42497 0.09808 1.43009
Si 0.28379 3.08386 1.93201
C 1.12709 4.62043 2.73931
C 0.09061 3.70895 0.12849
C -1.52065 3.27803 2.56745
Si 0.36851 -0.25764 3.95445
C 1.04322 -1.93042 4.46423
C 1.29245 1.03824 4.96237
C -1.44479 -0.19111 4.45337
H 4.51302 0.54412 -0.67459
H 3.17393 1.71101 -0.72405
H 2.90564 0.03872 -1.21933
H 4.87375 -1.23642 1.72826
H 3.55501 -2.18161 1.00539
H 3.47145 -1.73596 2.70066
H 4.84677 1.67018 2.00619
H 3.87449 1.18209 3.40390
H 3.29336 2.47929 2.35839
H 2.15724 4.74054 2.38927
H 1.16333 4.54871 3.83119
H 0.57004 5.52953 2.47448
H 1.06584 3.81834 -0.35858
H -0.41173 4.68531 0.09700
H -0.49379 3.01080 -0.47745
H -1.59272 3.11630 3.64871
H -2.17915 2.54881 2.08363
H -1.91052 4.28165 2.34918
H 2.12924 -1.89745 4.57500
H 0.78356 -2.68769 3.72206
H 0.61393 -2.20398 5.43569
H 2.34723 0.77104 5.06268
H 0.86047 1.08241 5.96960
H 1.23321 2.02603 4.50529
H -1.97843 -1.05532 4.05168
H -1.92353 0.71801 4.08377
H -1.53388 -0.21253 5.54589
*
```

The largest force on an atom comes out at 1.6 eV Å⁻¹. The energy above the lowest of the compared OMol25 structures with the same formula, charge and spin is 44.06 kJ/mol. The value obtained for the orbital gap is 4.83 eV.



No. 2
A 2-piece molecular cluster, C27H39O8S2 overall at a distorted geometry. Source: OMol25; level of theory: ωB97M-V with the def2-TZVPD basis set.

```
! wB97M-V def2-TZVPD RIJCOSX def2/J DEFGRID3
* xyz -1 1
C -1.78078 3.69301 -0.24332
C -0.79205 2.56780 -0.38759
O -1.01545 1.67979 0.74856
C -0.04096 0.78479 1.06966
C -0.56803 -0.19928 2.01857
C 0.21625 -1.32825 2.47630
O 0.25608 -1.58168 3.69387
C 0.97214 -2.29499 1.57502
C 2.47813 -2.06373 1.53386
C 3.23401 -1.90495 2.85727
C 3.61038 -0.43041 3.11714
C 3.21557 0.07412 4.50672
C 2.85158 1.56670 4.54967
C 1.53276 1.92246 3.85038
C 0.28561 1.42578 4.58423
C -1.03660 1.60841 3.82169
C -1.54560 0.39740 2.99811
O 1.12171 0.86477 0.67526
H -1.80506 4.28680 -1.16059
H -2.78653 3.30561 -0.04109
H -1.48355 4.35947 0.57708
H -0.97154 1.97973 -1.29828
H 0.25151 2.91074 -0.37616
H 0.78214 -3.31434 1.94546
H 0.59809 -2.22946 0.55447
H 2.91707 -2.89427 0.96507
H 2.63725 -1.16288 0.93015
H 2.64826 -2.33197 3.68095
H 4.16356 -2.48887 2.77133
H 4.70285 -0.32714 3.00297
H 3.16784 0.21000 2.34051
H 2.38108 -0.52904 4.89033
H 4.06603 -0.10284 5.17913
H 2.80151 1.88297 5.59822
H 3.65269 2.13810 4.06706
H 1.46952 3.01746 3.73442
H 1.53651 1.53040 2.82148
H 0.39553 0.36363 4.83600
H 0.22573 1.96723 5.54548
H -1.80840 1.82211 4.57308
H -0.97520 2.47835 3.15690
H -2.43625 0.71811 2.44241
H -1.83833 -0.39088 3.69961
C -5.51091 -1.84002 -5.21607
O -5.60747 -1.50749 -3.80820
C -4.46990 -1.59526 -3.06477
C -3.33039 -2.31304 -3.49945
C -2.13785 -2.16475 -2.82380
C -2.01153 -1.29784 -1.71035
C -0.70455 -0.92663 -1.18953
C 0.20615 -0.44870 -2.08665
S 1.96175 -0.28333 -1.94770
O 2.30469 1.09649 -1.70617
O 2.42963 -1.37460 -1.12164
C 2.61063 -0.70224 -3.56961
C 2.33666 0.38972 -4.58196
C 1.07051 1.18371 -4.30096
S -0.29604 0.15991 -3.70443
O -0.39407 -0.95933 -4.62335
O -1.41352 1.06637 -3.48596
C -3.19828 -0.74977 -1.17699
C -4.39213 -0.85252 -1.86109
H -6.47931 -1.55821 -5.62414
H -4.70604 -1.26893 -5.70447
H -5.33105 -2.91838 -5.35041
H -3.35724 -2.89541 -4.42283
H -1.27153 -2.73960 -3.14901
H -0.48226 -1.11372 -0.14131
H 3.68411 -0.80883 -3.36051
H 2.21681 -1.68320 -3.85835
H 3.20147 1.05964 -4.60487
H 2.26241 -0.05595 -5.57704
H 1.24203 2.00680 -3.60349
H 0.65199 1.58937 -5.23172
H -3.10773 -0.16831 -0.25414
H -5.26410 -0.30674 -1.52039
*
```

The largest force on an atom comes out at 2.5 eV Å⁻¹. The energy above the lowest of the compared OMol25 structures with the same formula, charge and spin is 71.19 kJ/mol. The value obtained for the orbital gap is 5.57 eV.



No. 3
C27H40BF17InO14 as an isolated structure. Source: OMol25; level of theory: ωB97M-V with the def2-TZVPD basis set.

```
! wB97M-V def2-TZVPD RIJCOSX def2/J DEFGRID3
* xyz -1 1
C -8.70555 -3.31988 1.27872
C -8.69248 -3.12632 -0.22129
F -10.03006 -3.43727 -0.65933
C -7.68630 -3.97516 -0.94889
In -5.85108 -2.89533 -1.61605
C -4.33688 -4.49816 -2.09914
C -5.00877 -5.79484 -2.05241
O -5.53519 -6.39529 -2.95872
O -5.04991 -6.38416 -0.78961
B -6.29835 -1.62506 -3.49048
O -6.51059 -2.14035 -4.75879
O -6.39329 -0.23216 -3.42820
C -4.88647 -1.58104 -0.07653
C -5.34157 -1.65170 1.36356
F -3.47094 -1.85162 -0.06586
H -9.35535 -2.59807 1.77063
H -9.06151 -4.32842 1.50015
H -7.70252 -3.20808 1.68951
H -8.60488 -2.06039 -0.46445
H -8.14600 -4.33194 -1.87426
H -7.46835 -4.86853 -0.35295
H -3.96435 -4.31254 -3.10409
H -3.53270 -4.41870 -1.36961
H -5.07579 -5.67575 -0.13484
H -6.70327 -3.08238 -4.71513
H -7.23569 0.04928 -3.80708
H -4.95820 -0.53996 -0.41184
H -4.78010 -0.96775 2.01109
H -5.22647 -2.66235 1.76689
H -6.39748 -1.37466 1.42447
C -12.43112 -1.33904 -1.49970
C -13.29733 -0.59345 -0.51009
O -13.11215 -1.12067 0.82758
C -12.04468 -0.68017 1.47173
O -11.26409 0.15024 1.11135
C -11.91031 -1.40742 2.83312
F -12.14657 -2.71443 2.70931
F -12.78712 -0.90730 3.72110
F -10.68120 -1.24432 3.30557
H -12.63768 -2.40792 -1.46186
H -12.63914 -0.97788 -2.50770
H -11.37372 -1.18748 -1.28910
H -14.35746 -0.73531 -0.70757
H -13.07464 0.47281 -0.49827
C -3.35596 0.40870 -4.08915
C -2.29231 1.47108 -4.20544
O -1.69982 1.75830 -2.90797
C -0.74736 0.94085 -2.50856
O -0.26589 0.01560 -3.09469
C -0.22302 1.38931 -1.12113
F -1.19947 1.70497 -0.27781
F 0.55922 2.47848 -1.28509
F 0.52408 0.43196 -0.57618
H -4.10856 0.69667 -3.35840
H -3.85223 0.26301 -5.04820
H -2.92559 -0.54308 -3.77636
H -2.70684 2.42655 -4.51970
H -1.49466 1.19005 -4.89267
C 3.80691 1.38937 -0.76246
C 4.30355 0.01044 -1.11958
O 5.75601 -0.06517 -1.05517
C 6.27981 -0.23433 0.14173
O 5.71872 -0.33528 1.19271
C 7.82147 -0.34087 0.02313
F 8.32872 0.60021 -0.78252
F 8.15871 -1.53891 -0.47625
F 8.39170 -0.21163 1.21920
H 4.26758 2.14279 -1.40214
H 2.72955 1.42738 -0.89907
H 4.03022 1.63009 0.27640
H 4.07345 -0.24918 -2.14960
H 3.88591 -0.75253 -0.46438
C 9.49990 3.30006 0.53850
C 9.67488 4.35410 1.60474
O 9.79223 5.68054 1.02406
C 8.66080 6.27472 0.69590
O 7.54562 5.86290 0.82378
C 8.95989 7.68464 0.12596
F 9.96479 7.66021 -0.75648
F 9.30664 8.51138 1.12570
F 7.88579 8.18384 -0.47521
H 10.31869 3.34227 -0.18028
H 9.49791 2.31454 1.00325
H 8.55907 3.43032 0.00484
H 10.60498 4.21284 2.14941
H 8.84804 4.35371 2.31369
C 15.06084 1.52799 4.46924
C 14.30818 0.61676 3.52815
O 12.97798 0.33193 4.03082
C 12.06145 1.25299 3.79902
O 12.19811 2.29228 3.22084
C 10.68945 0.79091 4.35172
F 10.80059 0.29256 5.58614
F 10.18490 -0.15865 3.55625
F 9.84056 1.81370 4.38224
H 15.10461 1.09390 5.46794
H 16.07961 1.66302 4.10521
H 14.58527 2.50570 4.52933
H 14.77550 -0.36166 3.45121
H 14.21712 1.04856 2.53246
*
```

The largest force on an atom comes out at 0.6 eV Å⁻¹. The energy above the lowest of the compared OMol25 structures with the same formula, charge and spin is 0.00 kJ/mol. The value obtained for the orbital gap is 6.58 eV.